Arrangement a

DFT (ωB97M-V with the def2-TZVPD basis set) results for a cluster of 14 separate species, H28O14 in total.

The geometry in ORCA input format:
```
! wB97M-V def2-TZVPD RIJCOSX def2/J DEFGRID3
* xyz 0 1
O -3.8730 20.3893 7.5095
H -4.0115 20.1671 8.4366
H -3.1937 21.1087 7.4740
O 0.8526 23.1116 5.1227
H 1.7405 23.3264 4.8837
H 0.8005 22.7698 6.0406
O -5.4759 22.2668 6.5050
H -4.9884 21.5354 6.8982
H -6.2186 22.5763 7.0505
O -3.0792 24.2684 10.8948
H -2.6693 24.6123 10.1024
H -2.3770 24.1860 11.5272
O -3.2408 21.6479 10.3285
H -3.2437 22.5762 10.4801
H -2.7525 21.2967 11.0645
O -0.6639 21.2042 4.1277
H -0.2946 21.9682 4.5109
H 0.1023 20.9330 3.6255
O -2.6038 23.6649 4.9609
H -2.2862 23.1001 5.6623
H -3.3619 24.1333 5.3336
O -4.5249 24.7422 6.5193
H -5.2955 25.0512 6.0221
H -4.6875 23.8544 6.8301
O 0.4996 22.2406 7.6877
H 0.9087 21.4815 8.0977
H 0.3352 22.7950 8.4397
O -2.5501 24.9736 8.3791
H -3.1697 24.9870 7.6904
H -1.6946 25.1303 7.9911
O -1.1647 19.1918 6.4360
H -1.0418 19.3988 7.3736
H -0.5776 19.7979 5.9959
O -3.1701 20.6253 4.7872
H -2.2653 21.0174 4.6029
H -3.5149 20.3268 3.9448
O -0.3089 22.7856 10.3956
H -0.4574 22.9277 11.2991
H -0.9018 22.0634 10.2134
O -2.2306 22.4409 7.1932
H -2.4174 23.0997 7.8824
H -1.2844 22.1929 7.2724
*
```

Mulliken population analysis, charges in e, atoms 1 to 8: O -0.724; H 0.269; H 0.436; O -0.663; H 0.283; H 0.433; O -0.757; H 0.432

=====

Arrangement b

DFT (ωB97M-V with the def2-TZVPD basis set) results for a cluster of 13 separate species, H28O14 in total.

The geometry in ORCA input format:
```
! wB97M-V def2-TZVPD RIJCOSX def2/J DEFGRID3
* xyz 0 1
H -0.4879 0.4127 -1.4713
H 0.5664 0.0562 -0.4362
H 1.4879 0.4402 1.3699
H 1.6069 -0.4958 2.5615
H -3.9694 -1.4690 0.6050
H -3.0508 -1.2066 1.7871
H 4.6946 -0.0902 -1.5109
H 5.4107 0.9536 -2.3521
H -3.4365 -3.5737 -2.1743
H -3.1278 -2.0855 -2.1863
H -0.7804 4.2578 2.5531
H -2.0509 3.6284 2.0058
H 1.1082 3.6751 0.7787
H 0.3235 3.3237 -0.4747
H 2.5141 -3.1757 1.8635
H 2.6503 -3.6100 3.3136
H 2.0038 -2.2594 -1.3496
H 1.8275 -0.7500 -1.3752
H -3.8804 2.1628 -1.9072
H -4.8613 1.7549 -0.8202
H -1.1798 -2.0093 -2.0589
H -0.2440 -3.1916 -2.2500
H 2.6009 4.0127 -1.5343
H 2.7756 2.6601 -0.8634
H -1.0175 -0.8228 2.5246
H -1.4359 0.5493 2.0224
H -1.0271 -2.2970 0.1820
H 0.4617 -2.5287 0.3815
O 0.1552 0.8103 -0.8735
O 1.3583 -0.4787 1.6304
O -3.8765 -1.6428 1.5485
O 5.5219 0.0724 -1.9780
O -3.7969 -2.7206 -1.9071
O -1.0915 3.6050 1.9160
O 0.6390 4.0762 0.0384
O 3.1495 -3.2205 2.5869
O 1.9818 -1.4870 -0.7735
O -4.7361 2.3954 -1.5294
O -0.2696 -2.2897 -1.9110
O 2.1192 3.3453 -1.0327
O -0.8916 0.1182 2.6909
O -0.1981 -2.3739 -0.3038
*
```

Mulliken population analysis, charges in e, atoms 1 to 8: H 0.240; H 0.329; H 0.198; H 0.271; H 0.302; H 0.260; H 0.315; H 0.314

=====

Stability ranking, top and bottom: arrangement a is the most stable and arrangement b is the least stable.

=====

Arrangement a

DFT (ωB97M-V with the def2-TZVPD basis set) results for a structure of composition C3H9N5.

The geometry in ORCA input format:
```
! wB97M-V def2-TZVPD RIJCOSX def2/J DEFGRID3
* xyz 0 1
N 0.1806 -0.6191 0.1885
C -1.2109 0.5307 0.1768
N 1.0498 -0.5307 1.3034
N 0.1441 -1.9041 -0.3851
N -2.3193 0.2523 0.8713
C -0.6519 1.3254 -0.6890
C 0.7839 0.6282 -1.0333
N 1.9070 1.2811 -0.8126
H 0.7694 0.2867 1.8415
H 1.9642 -0.2873 0.9020
H -0.5788 -2.4255 0.1072
H 1.0205 -2.4023 -0.2263
H -3.2083 0.3416 0.3955
H -2.1782 -0.1475 1.7909
H 2.4835 1.3333 -1.6495
H -0.8575 2.3686 -0.8754
H 0.7019 -0.0314 -1.9061
*
```

Mulliken population analysis, charges in e, atoms 1 to 8: N 0.527; C 0.219; N -0.791; N -0.751; N -0.397; C -0.584; C 0.173; N -0.895

=====

Arrangement b

DFT (ωB97M-V with the def2-TZVPD basis set) results for a structure of composition C3H9N5.

The geometry in ORCA input format:
```
! wB97M-V def2-TZVPD RIJCOSX def2/J DEFGRID3
* xyz 0 1
C -0.2134 1.1070 0.8837
C 1.3798 0.6952 -1.1298
N 0.3079 0.2350 -0.2419
C -1.0151 0.7964 -0.2906
N -1.3455 -1.4460 0.5846
N 0.5021 -1.3109 0.1028
N 1.2548 -1.3334 1.1294
N -1.8393 1.0082 -1.1978
H -1.7208 -1.9952 -0.1882
H -1.1814 -2.1056 1.3426
H 1.6673 -2.2680 1.1396
H -2.6009 1.6038 -0.8758
H -0.3393 0.5393 1.7975
H 0.2450 2.0873 0.9649
H 1.2533 1.7554 -1.3443
H 2.3261 0.5110 -0.6251
H 1.3197 0.1206 -2.0515
*
```

Mulliken population analysis, charges in e, atoms 1 to 8: C -0.395; C -0.918; N 0.241; C 0.572; N -0.793; N -0.032; N -0.677; N -0.628

=====

Stability ranking, top and bottom: arrangement a is the most stable and arrangement b is the least stable.

=====

Arrangement a

DFT (ωB97M-V with the def2-TZVPD basis set) results for the molecule C3H9N5.

Its structure (SMILES) is [H]/N=C\N/N=C\N(C)N.

The geometry in ORCA input format:
```
! wB97M-V def2-TZVPD RIJCOSX def2/J DEFGRID3
* xyz 0 1
C -2.5170 -0.2908 0.7893
C -0.3897 -1.1865 -0.3027
C 2.9120 -0.3089 -0.0481
H -3.3496 -0.6323 0.0191
H -2.5067 -0.9320 1.6933
H -2.9442 0.6607 0.9779
H -1.2316 1.0421 -1.7644
H -0.5273 2.0731 -0.2972
H -0.8740 -2.1292 -0.3015
H 0.9675 0.8160 0.2011
H 3.3992 -1.2061 -0.7612
H 3.4291 1.3956 0.9901
N -1.1160 0.0691 0.0252
N -1.3689 1.2481 -0.7364
N 0.7744 -1.1351 -0.6321
N 1.5646 0.1231 -0.4234
N 3.7781 0.3932 0.5708
*
```

Mulliken population analysis, charges in e, atoms 1 to 8: C -0.887; C -0.157; C 0.065; H 0.293; H 0.336; H 0.321; H 0.263; H 0.289

=====

Arrangement b

DFT (ωB97M-V with the def2-TZVPD basis set) results for a structure of composition C3H9N5.

The geometry in ORCA input format:
```
! wB97M-V def2-TZVPD RIJCOSX def2/J DEFGRID3
* xyz 0 1
C -0.1462 0.5694 -0.2162
C -1.3807 -0.4244 -0.1319
C 1.0983 -0.1167 0.1478
H -1.0566 2.1851 1.1649
H 0.6200 2.3980 0.2152
H 0.0829 0.3699 -1.2474
H -1.2565 -2.6703 -0.4984
H 0.2766 -1.8393 -0.1992
H -2.3577 1.0255 0.0238
H 2.4724 0.7021 -1.3923
H 3.1899 -0.5466 -0.5782
H 2.1194 -1.1727 1.3445
N -0.4813 1.9350 0.0083
N -0.7953 -1.5852 -0.5249
N -2.5766 0.0054 0.1729
N 2.4011 0.2742 -0.5889
N 1.2351 -0.7182 1.2710
*
```

Mulliken population analysis, charges in e, atoms 1 to 8: C 0.449; C 0.161; C -0.112; H 0.349; H 0.366; H 0.304; H 0.306; H 0.362

=====

Stability ranking, top and bottom: arrangement b is the most stable and arrangement a is the least stable.

=====

Arrangement a

DFT (ωB97M-V with the def2-TZVPD basis set) results for the molecule C3H9N5.

Its structure (SMILES) is [H]/N=C\N(N)C/C=N\N.

The geometry in ORCA input format:
```
! wB97M-V def2-TZVPD RIJCOSX def2/J DEFGRID3
* xyz 0 1
C 1.3400 -1.0779 0.2242
C 0.1176 -0.6471 1.0288
C -1.5572 0.8449 -0.1674
H 2.4559 1.5176 -1.1201
H 0.9317 1.3234 -0.5553
H 1.5207 -2.1693 0.2324
H 0.2922 0.2835 1.5949
H -0.1425 -1.4350 1.7468
H -2.4750 -1.6225 -0.5230
H -1.2439 -1.4503 -1.5792
H -2.3347 0.7816 -0.9166
H -0.4063 2.1032 0.8896
N 1.9108 1.0844 -0.3270
N 2.1502 -0.2848 -0.3466
N -1.0517 -0.4103 0.1573
N -1.4852 -1.5515 -0.5855
N -1.2384 2.0119 0.2043
*
```

Mulliken population analysis, charges in e, atoms 1 to 8: C 0.062; C -0.838; C 0.059; H 0.303; H 0.162; H 0.379; H 0.473; H 0.221

=====

Arrangement b

DFT (ωB97M-V with the def2-TZVPD basis set) results for the molecule C3H9N5.

Its structure (SMILES) is [H]/N=C(N)/C(=N/[H])N(C)N.

The geometry in ORCA input format:
```
! wB97M-V def2-TZVPD RIJCOSX def2/J DEFGRID3
* xyz 0 1
C 1.1834 -1.3946 0.3543
N 0.5152 -0.5950 -0.6587
C -0.5067 0.2349 -0.4558
C -0.4076 1.1102 1.0808
N -0.8468 2.3837 0.9424
N 0.2388 -1.3181 -2.1298
N -1.3368 0.7849 -1.2602
N -0.0489 0.5378 2.1582
H -1.2939 2.5272 0.0344
H -1.3238 2.7981 1.7326
H -0.1512 -2.2420 -1.9254
H 1.1679 -1.4896 -2.5203
H -0.1216 1.1593 2.9677
H -1.1926 0.3013 -2.1576
H 0.4719 -2.0428 0.8729
H 1.9592 -2.0100 -0.1088
H 1.6935 -0.7455 1.0732
*
```

Mulliken population analysis, charges in e, atoms 1 to 8: C -0.835; N 0.019; C 0.464; C 0.317; N -0.469; N -0.634; N -0.766; N -0.645

=====

Arrangement c

DFT (ωB97M-V with the def2-TZVPD basis set) results for a cluster of 2 separate species, C3H9N5 in total.

The geometry in ORCA input format:
```
! wB97M-V def2-TZVPD RIJCOSX def2/J DEFGRID3
* xyz 0 1
C 1.5244 0.0161 -0.0317
C -1.3683 0.7209 0.3615
C -1.5939 -0.7124 0.0107
H 3.1855 -0.6532 0.3512
H 1.4061 2.1099 -0.1967
H -0.5561 2.3081 -0.7905
H -0.9668 0.6359 1.3531
H -2.2891 1.2871 0.1042
H -1.8340 -1.2098 0.9410
H -2.1838 -0.3215 -0.8258
H -0.5763 -2.4175 -0.1708
H 1.6712 -1.8566 -0.3881
N 2.7378 0.0480 -0.1582
N 0.8455 1.1923 0.1716
N -0.3802 1.3189 -0.4831
N -0.4048 -1.3126 -0.6721
N 0.7830 -1.1537 0.4238
*
```

Mulliken population analysis, charges in e, atoms 1 to 8: C 0.309; C -0.888; C -0.347; H 0.258; H 0.313; H 0.290; H 0.470; H 0.368

=====

Stability ranking, top and bottom: arrangement b is the most stable and arrangement c is the least stable.

=====

Arrangement a

DFT (ωB97M-V with the def2-TZVPD basis set) results for a cluster of 2 separate species, C5H9NO2 in total.

Its structure (SMILES) is CC(C)C(=O)C#N.O.

The geometry in ORCA input format:
```
! wB97M-V def2-TZVPD RIJCOSX def2/J DEFGRID3
* xyz 0 1
C 1.6404 -0.8521 0.7136
C 0.4496 -0.6486 -0.2390
C 0.0345 -1.9455 -0.9221
C -0.6914 -0.0211 0.5242
O -1.6443 -0.5989 0.9790
C -0.5486 1.4539 0.7994
N -0.4612 2.4355 1.4412
H 1.9374 0.0779 1.2171
H 1.3968 -1.6040 1.4781
H 2.5005 -1.2124 0.1348
H 0.7468 0.0864 -1.0043
H -0.2360 -2.7131 -0.1841
H -0.8197 -1.7915 -1.5930
H 0.8762 -2.3269 -1.5160
O -1.5498 3.3290 -0.9391
H -1.3227 3.5945 0.0700
H -2.3084 2.7368 -0.9598
*
```

Mulliken population analysis, charges in e, atoms 1 to 8: C -1.337; C 0.666; C -1.466; C 0.482; O -0.489; C 0.291; N -0.592; H 0.373

=====

Arrangement b

DFT (ωB97M-V with the def2-TZVPD basis set) results for the molecule C5H9NO2.

Its structure (SMILES) is CC/[N+]([O-])=C/C(C)=O.

The geometry in ORCA input format:
```
! wB97M-V def2-TZVPD RIJCOSX def2/J DEFGRID3
* xyz 0 1
C 1.1167 -0.0129 -0.3555
C 2.2688 0.5967 0.0816
C 3.4942 -0.3286 0.0279
C -2.8313 0.9458 -0.0475
C -1.5006 0.1704 -0.1414
N -0.3445 0.9978 -0.1531
O 2.3971 1.7640 0.4823
O -0.3844 2.1448 0.1193
H 0.8444 -0.9769 -0.7067
H 4.2834 0.3682 0.3048
H 3.8045 -0.6022 -0.9094
H 3.3897 -1.2643 0.7127
H -2.8983 1.3597 0.9923
H -2.6253 1.7368 -0.7001
H -3.6493 0.2726 -0.3876
H -1.5118 -0.4976 0.7706
H -1.3508 -0.3042 -1.0331
*
```

Mulliken population analysis, charges in e, atoms 1 to 8: C -0.563; C 0.803; C -1.139; C -1.117; C -0.381; N 0.404; O -0.640; O -0.374

=====

Stability ranking, top and bottom: arrangement a is the most stable and arrangement b is the least stable.